No. 1
This record from OMol25 describes a structure of composition C7H8N3O2 in a non-equilibrium geometry. The level of theory is wB97M-V/def2-TZVPD.

```
20
Properties=species:S:1:pos:R:3:forces:R:3
C 2.8580 1.0224 -0.6186 1.240 -0.408 0.895
C 1.9456 0.4985 -1.4528 2.067 1.665 1.516
C 2.7431 0.4256 0.7828 -0.933 -0.918 0.348
C 0.9977 -0.4385 -0.8473 0.298 -0.985 0.935
C 1.3236 0.6122 1.2578 -0.582 1.601 3.081
C 0.3775 0.1809 0.4515 3.371 0.119 -1.387
C -4.7540 -0.4333 0.1905 2.491 -0.507 -0.350
N 1.7341 -1.5122 -0.2635 2.341 0.862 1.882
N -1.7028 -0.2833 -0.1361 3.608 -2.071 -3.128
N -0.8964 0.2843 0.5851 -6.547 1.680 3.551
O 2.6363 -1.1013 0.5208 -0.201 -1.814 -1.215
O -2.9061 -0.5466 -0.2524 -3.594 0.021 0.304
H 3.7957 1.6421 -0.6794 -1.442 -0.554 -0.940
H 1.9779 0.6295 -2.4826 -0.208 0.267 -1.671
H 3.5904 0.4340 1.5447 -1.269 0.456 -1.282
H 0.3447 -0.9926 -1.4407 -1.554 0.066 -1.350
H 1.0262 1.0444 2.2908 0.901 -0.600 -2.020
H -4.9801 -1.4214 0.3622 0.418 -2.356 1.150
H -4.9584 0.2292 0.9242 -0.229 2.132 2.254
H -5.1531 -0.2738 -0.7372 -0.178 1.341 -2.575
```
Forces are in eV/Å.

Energy above the lowest of the compared OMol25 structures with the same formula, charge and spin   8.8817 eV
Lowest unoccupied orbital energy (spin up / spin down)   -0.2304 / -0.2305 Ha
Energy   -585.6184 hartree
HOMO-LUMO gap (spin up / spin down)   5.528 / 5.525 eV
HOMO level (spin up / spin down)   -11.80 / -11.80 eV
Total charge   +1

Here is what Löwdin gives for the atomic charges, in e:
1. C 0.035
2. C 0.018
3. C -0.106
4. C -0.197
5. C 0.038
6. C -0.264
7. C 0.261
8. N 0.255
9. N -0.068
10. N 0.118
11. O 0.049
12. O -0.030
13. H 0.154
14. H 0.117
15. H 0.192
16. H 0.133
17. H 0.182
18. H 0.044
19. H 0.028
20. H 0.041



No. 2
This record from OMol25 describes an isolated molecule of C7H8N4 in a non-equilibrium geometry. The level of theory is wB97M-V/def2-TZVPD.

```
19
Properties=species:S:1:pos:R:3:forces:R:3
C 0.2440 2.7148 0.6709 -0.049 -0.563 -0.982
C -0.3104 1.3457 0.2884 0.056 -0.062 0.005
N -1.6304 1.3113 -0.0614 -0.388 -0.560 -0.331
N -2.2234 0.2123 -0.4723 0.846 0.531 0.678
C -1.4919 -0.9229 -0.4969 0.291 1.136 -0.292
C -1.7442 -2.2137 -0.9265 -1.881 -0.376 -0.125
C -0.5562 -2.8740 -0.7857 1.181 -0.400 0.042
N 0.4423 -2.0580 -0.3433 0.155 -1.752 -0.263
N -0.1330 -0.8980 -0.1793 -1.081 -0.172 -0.080
C 0.4802 0.2136 0.2312 0.589 1.393 0.277
C 1.9582 0.1350 0.4963 -0.134 0.466 -0.493
H 1.0499 3.0132 -0.0141 -0.007 -0.217 0.257
H -0.5252 3.4521 0.5236 -0.471 0.170 0.108
H 0.5986 2.7690 1.6855 0.172 -0.079 0.405
H -2.7257 -2.6077 -1.2390 0.860 0.330 0.206
H -0.3586 -3.9323 -0.9993 0.065 0.703 0.164
H 2.4046 -0.3947 -0.3728 -0.034 0.199 0.753
H 2.3868 1.1597 0.5687 -0.314 -0.829 0.051
H 2.1344 -0.4252 1.4259 0.143 0.081 -0.379
```
Forces are in eV/Å.

Energy above the lowest of the compared OMol25 structures with the same formula, charge and spin   1.6352 eV
SMILES string   Cc1nnc2ccnn2c1C
Lowest unoccupied orbital energy   0.0020 Ha
Energy   -490.5131 hartree
HOMO-LUMO gap   8.806 eV
HOMO level   -8.75 eV

Here is what Löwdin gives for the atomic charges, in e:
1. C -0.038
2. C -0.248
3. N 0.056
4. N 0.088
5. C -0.258
6. C -0.032
7. C -0.124
8. N 0.084
9. N -0.058
10. C -0.189
11. C -0.006
12. H 0.082
13. H 0.067
14. H 0.074
15. H 0.118
16. H 0.113
17. H 0.093
18. H 0.083
19. H 0.095



No. 3
This record from OMol25 describes a cluster of 2 separate species, C7H8N4O in total in a non-equilibrium geometry. The level of theory is wB97M-V/def2-TZVPD.

```
20
Properties=species:S:1:pos:R:3:forces:R:3
H 1.4499 2.0583 1.0920 -0.143 2.763 3.491
N 1.3983 1.5585 0.3003 0.978 -0.018 -3.370
C 0.8494 0.4552 0.4825 0.116 -1.750 0.522
C 1.0076 -0.5705 -0.4900 -0.525 -0.122 -0.781
C 0.7507 -1.8552 -0.2019 0.813 -1.188 -1.234
C 0.3275 -2.2408 1.0965 0.316 1.528 -0.871
C -0.0244 -1.2586 1.9049 -2.124 1.180 2.301
N 0.1590 0.0488 1.6126 -0.068 0.573 -0.114
H 1.3436 -0.1215 -1.4101 0.163 -0.651 -0.467
H 0.8995 -2.6571 -0.9535 -0.032 0.695 0.447
H 0.1959 -3.1868 1.4421 -0.372 -2.713 0.389
H -0.6783 -1.3642 2.8028 1.010 -0.391 -0.572
H -0.3720 0.7541 2.0960 0.144 -0.012 0.247
C -1.0457 2.4488 -1.3875 -0.860 -2.405 -0.138
C -1.7343 1.3590 -1.9020 2.348 2.719 -0.588
O -2.4118 0.8322 -0.9097 -0.803 -1.108 -1.091
N -2.1332 1.5688 0.2080 -0.739 -0.665 1.901
N -1.3119 2.4494 -0.0551 0.014 1.331 -0.094
H -0.2467 3.0063 -1.7608 0.710 0.856 -0.739
H -1.5857 1.0432 -2.9399 -0.946 -0.623 0.759
```
Forces are in eV/Å.

Energy above the lowest of the compared OMol25 structures with the same formula, charge and spin   3.8160 eV
SMILES string   [H]/N=c1/cccc[nH]1.c1conn1
Lowest unoccupied orbital energy   0.0329 Ha
Energy   -565.6845 hartree
HOMO-LUMO gap   8.703 eV
HOMO level   -7.81 eV

Here is what Löwdin gives for the atomic charges, in e:
1. H 0.001
2. N 0.150
3. C -0.494
4. C -0.043
5. C -0.070
6. C -0.099
7. C -0.125
8. N 0.103
9. H 0.111
10. H 0.119
11. H 0.070
12. H 0.142
13. H 0.139
14. C -0.114
15. C -0.114
16. O -0.012
17. N 0.007
18. N 0.010
19. H 0.086
20. H 0.133



No. 4
This record from OMol25 describes an isolated molecule of C7H8N4O2 in a non-equilibrium geometry. The level of theory is wB97M-V/def2-TZVPD.

```
21
Properties=species:S:1:pos:R:3:forces:R:3
N 0.0642 0.7399 2.1011 0.168 -0.436 0.899
C 0.6295 -0.0862 1.1802 0.560 -0.039 -2.115
N 1.1742 -1.2028 1.4669 -0.163 -0.638 1.839
N 1.7818 -1.8249 0.3810 0.242 0.631 -1.361
C 1.7358 -1.0719 -0.6580 -1.353 1.893 1.778
C 0.7915 0.2301 -0.3159 1.885 0.033 -0.050
N 1.5163 1.5928 -0.3211 -0.532 -2.887 -0.783
C -0.5517 0.0421 -1.1261 0.560 1.048 -0.221
C -1.0852 -1.3275 -0.9250 -0.254 0.622 1.153
C -2.1464 -1.2187 -0.1485 1.111 -0.111 -1.066
O -2.4324 0.0750 0.1057 -3.159 2.671 2.011
C -1.6203 0.9807 -0.4326 2.805 -1.317 -2.373
O -1.5879 2.1878 -0.4168 -1.017 -1.287 0.789
H 0.1244 1.7485 1.9815 0.016 -0.522 -0.133
H 0.3325 0.4064 3.0377 -0.402 0.516 -0.529
H 2.2149 -1.3142 -1.5951 -0.149 -0.037 -0.114
H 1.9865 1.6534 -1.2352 -0.671 0.769 0.652
H 0.8144 2.2910 -0.1037 0.172 0.344 -0.800
H -0.4556 0.1733 -2.2239 0.321 0.718 0.666
H -0.4792 -2.1670 -1.0518 0.320 -1.380 -0.619
H -2.8072 -1.9077 0.2998 -0.460 -0.590 0.377
```
Forces are in eV/Å.

Energy above the lowest of the compared OMol25 structures with the same formula, charge and spin   3.1805 eV
SMILES string   NC1=NN=C[C@@]1(N)[C@H]1C=COC1=O
Lowest unoccupied orbital energy   0.0240 Ha
Energy   -640.9577 hartree
HOMO-LUMO gap   9.716 eV
HOMO level   -9.06 eV

Here is what Löwdin gives for the atomic charges, in e:
1. N 0.162
2. C -0.392
3. N 0.050
4. N 0.023
5. C -0.069
6. C -0.287
7. N 0.095
8. C -0.130
9. C -0.038
10. C -0.065
11. O 0.081
12. C -0.411
13. O 0.122
14. H 0.106
15. H 0.121
16. H 0.105
17. H 0.085
18. H 0.053
19. H 0.166
20. H 0.097
21. H 0.128



No. 5
This record from OMol25 describes a cluster of 2 separate species, C7H8N4O2 in total in a non-equilibrium geometry. The level of theory is wB97M-V/def2-TZVPD.

```
21
Properties=species:S:1:pos:R:3:forces:R:3
C -4.0161 0.0445 0.2074 -0.262 0.129 -0.089
C -1.6057 1.0441 -0.8111 -0.082 -1.508 3.617
C -0.5185 0.0343 1.1353 5.009 -2.109 2.745
C 1.2630 -0.4581 -1.5478 -0.166 0.178 0.323
C -2.9769 0.4103 1.1400 0.681 0.006 0.278
C 1.2603 0.5870 -0.4418 0.339 0.096 -0.458
C -1.6152 0.4664 0.4677 -5.041 2.941 -4.201
N -4.8482 -0.2085 -0.5338 -0.392 -0.146 -0.279
N -1.6840 1.5001 -1.8637 -0.072 1.046 -2.452
N -1.4990 -2.1973 -1.4913 -1.111 0.359 1.301
N -2.0917 -1.8500 -0.6294 1.044 -0.976 -1.422
O -0.6620 -0.5057 2.3592 -0.474 -0.319 0.896
O 0.7802 0.0617 0.7923 0.297 0.128 -0.082
H 1.7699 -1.3589 -1.2084 0.052 -0.059 -0.007
H 0.2500 -0.7133 -1.8498 0.127 0.052 -0.067
H 1.7879 -0.0613 -2.4113 0.057 0.046 -0.134
H -2.9483 -0.3167 1.9541 -0.022 0.131 -0.022
H -3.2326 1.3930 1.5543 0.100 -0.070 0.155
H 0.6827 1.4673 -0.7318 0.205 -0.034 0.059
H 2.2849 0.8925 -0.2115 -0.173 0.035 -0.058
H 0.2102 -0.7811 2.6744 -0.117 0.073 -0.105
```
Forces are in eV/Å.

Energy above the lowest of the compared OMol25 structures with the same formula, charge and spin   0.0000 eV
Lowest unoccupied orbital energy (spin up / spin down)   0.0151 / -0.0982 Ha
Energy   -640.8881 hartree
HOMO-LUMO gap (spin up / spin down)   5.643 / 8.890 eV
HOMO level (spin up / spin down)   -5.23 / -11.56 eV
Multiplicity   3

Here is what Löwdin gives for the atomic charges, in e:
1. C -0.270
2. C -0.259
3. C -0.407
4. C -0.063
5. C -0.111
6. C -0.218
7. C -0.183
8. N 0.172
9. N 0.202
10. N 0.115
11. N 0.101
12. O 0.098
13. O -0.004
14. H 0.082
15. H 0.021
16. H 0.084
17. H 0.129
18. H 0.145
19. H 0.105
20. H 0.127
21. H 0.133



No. 6
This record from OMol25 describes the ion C7H8NO7 with charge -1 in a non-equilibrium geometry. The level of theory is wB97M-V/def2-TZVPD.

```
23
Properties=species:S:1:pos:R:3:forces:R:3
C -2.5605 -0.0447 0.1104 -1.879 -0.868 -1.216
C -2.5763 0.8473 1.0715 3.826 2.343 1.977
C -1.6089 -1.1204 -0.2858 0.598 0.553 -0.220
C 0.6411 2.2542 -1.3547 -0.818 1.283 -0.755
C 0.2500 0.3122 0.1833 0.103 -0.893 2.793
C 1.7739 -1.3809 1.2047 -0.293 -0.357 1.321
C 1.7000 -0.1192 0.3352 -1.511 0.204 0.440
N -0.0125 1.1756 -0.8865 4.268 1.377 -0.823
O -2.2185 1.7210 1.7997 -2.127 -1.715 -1.251
O -2.0827 -2.0315 -0.9473 -0.260 -0.562 -0.047
O 1.7546 2.6640 -1.0513 0.578 -0.212 0.409
O -0.3324 -1.0058 -0.1310 -0.327 -0.203 -0.710
O -3.7303 -0.2088 -0.6360 -0.036 -0.954 -0.765
O 1.8502 -2.6250 0.5752 0.002 -2.304 -2.124
O 2.4581 0.8703 0.9660 1.239 -2.420 1.730
H 0.0143 2.9776 -2.0548 0.516 -1.735 1.029
H 2.7760 -1.3134 1.7250 -1.265 0.036 -0.159
H 0.8944 -1.5273 1.9373 1.413 1.280 -0.687
H 2.0402 -0.2820 -0.6795 0.858 -0.626 -0.492
H -0.8783 1.2002 -1.2067 -4.917 -0.130 -1.463
H -3.4999 -1.0434 -1.1777 -0.490 1.195 1.077
H 1.1184 -2.9607 -0.0268 0.967 1.709 1.420
H 2.2292 1.6407 0.5299 -0.442 2.999 -1.484
```
Forces are in eV/Å.

Energy above the lowest of the compared OMol25 structures with the same formula, charge and spin   3.8204 eV
Lowest unoccupied orbital energy   0.1054 Ha
Energy   -852.8909 hartree
HOMO-LUMO gap   5.653 eV
HOMO level   -2.79 eV
Total charge   -1

Here is what Löwdin gives for the atomic charges, in e:
1. C -0.240
2. C -0.070
3. C -0.466
4. C -0.367
5. C -0.217
6. C -0.225
7. C -0.366
8. N 0.080
9. O 0.147
10. O 0.071
11. O -0.045
12. O 0.020
13. O -0.033
14. O -0.118
15. O -0.013
16. H 0.145
17. H 0.135
18. H 0.143
19. H 0.144
20. H 0.055
21. H 0.108
22. H 0.114
23. H -0.001



No. 7
This record from OMol25 describes the ion C7H8NOS with charge +1 in a non-equilibrium geometry. The level of theory is wB97M-V/def2-TZVPD.

```
18
Properties=species:S:1:pos:R:3:forces:R:3
N 0.6364 -0.9301 -2.0769 -0.375 0.974 1.108
C 0.1134 -1.7483 -1.1874 2.080 2.663 -3.202
C -0.1833 -1.3074 0.0968 -0.849 0.205 2.335
C -0.3296 0.2038 0.3265 -2.326 -2.278 0.807
C -1.4672 0.9006 -0.1713 1.961 1.384 -0.487
C -1.3919 2.1752 0.3415 -3.470 1.341 -0.403
S -0.3892 2.3842 1.6995 -0.112 -0.300 -0.984
C 0.2265 0.7996 1.4376 -0.102 0.089 -1.517
C 1.5410 0.4851 1.9068 1.450 1.117 0.996
O 2.2459 -0.4335 1.5421 -0.497 0.217 0.311
H 0.8895 0.0993 -2.0345 -0.852 -1.665 0.846
H 0.7950 -1.2860 -2.9714 0.541 -0.830 -1.642
H 0.0876 -2.7362 -1.5634 -0.518 -1.156 0.089
H -1.0450 -1.9284 0.4654 0.652 0.752 0.061
H 0.7060 -1.6429 0.6582 0.028 -0.199 0.317
H -2.1237 0.6932 -1.0182 0.264 -0.339 0.391
H -2.2033 2.9169 0.0001 1.697 -0.804 1.008
H 1.8920 1.3551 2.5487 0.430 -1.172 -0.035
```
Forces are in eV/Å.

Energy above the lowest of the compared OMol25 structures with the same formula, charge and spin   1.2385 eV
SMILES string   [NH2+]=CCc1ccsc1C=O
Lowest unoccupied orbital energy   -0.1736 Ha
Energy   -799.4090 hartree
HOMO-LUMO gap   8.387 eV
HOMO level   -13.11 eV
Total charge   +1

Here is what Löwdin gives for the atomic charges, in e:
1. N 0.243
2. C -0.018
3. C -0.095
4. C -0.257
5. C -0.106
6. C -0.391
7. S 1.139
8. C -0.475
9. C -0.280
10. O 0.058
11. H 0.198
12. H 0.117
13. H 0.155
14. H 0.179
15. H 0.153
16. H 0.127
17. H 0.122
18. H 0.132



No. 8
This record from OMol25 describes an isolated molecule of C7H8O in a non-equilibrium geometry. The level of theory is wB97M-V/def2-TZVPD.

```
16
Properties=species:S:1:pos:R:3:forces:R:3
C 1.8811 -1.0205 0.2363 -1.895 -1.934 -0.422
C 3.0471 -0.4150 0.4012 -1.417 -1.601 -0.664
C 0.9151 0.0040 -0.2578 1.542 -0.664 2.046
C 1.7738 1.1850 -0.3338 -1.514 2.400 -1.083
C -0.2450 -0.2998 -1.1972 1.597 0.882 -3.228
C -0.7139 -0.0391 0.1156 1.126 0.616 0.246
C -1.3868 1.2187 0.4950 1.054 1.441 -0.035
O 3.0307 0.8808 -0.0133 -1.474 0.301 0.319
H 1.6181 -2.1286 0.2455 0.768 1.668 0.482
H 3.9365 -0.8648 0.6190 2.342 -0.703 0.702
H -0.2501 0.5942 -1.9343 -0.601 -1.776 1.062
H -0.0555 -1.2910 -1.6507 -0.824 0.633 0.274
H -1.0209 -0.7610 0.8509 0.593 -1.060 -0.382
H -2.3695 1.3533 0.1195 -1.147 -0.435 -0.355
H -0.8722 2.1431 0.2121 0.267 -0.355 -0.044
H -1.3936 1.1600 1.5552 -0.417 0.588 1.083
```
Forces are in eV/Å.

Energy above the lowest of the compared OMol25 structures with the same formula, charge and spin   5.0095 eV
Lowest unoccupied orbital energy   0.0210 Ha
Energy   -346.5914 hartree
HOMO-LUMO gap   8.623 eV
HOMO level   -8.05 eV

Here is what Löwdin gives for the atomic charges, in e:
1. C -0.030
2. C -0.142
3. C -0.342
4. C 0.015
5. C -0.075
6. C -0.222
7. C -0.071
8. O -0.018
9. H 0.140
10. H 0.090
11. H 0.156
12. H 0.128
13. H 0.137
14. H 0.073
15. H 0.088
16. H 0.072